156
Properties=species:S:1:pos:R:3:forces:R:3:mulliken_charge:R:1 method="wB97M-V/def2-TZVPD" smiles=C1CCOC1.C1CCOC1.C1CCOC1.C1CCOC1.C1CCOC1.C1CCOC1.C1CCOC1.C1CCOC1.C1CCOC1.C1CCOC1.C1CCOC1.C1CCOC1 gap_ev=9.32 homo_ev=-8.940 lumo_ev=0.38
C 0.1923 -0.3288 6.8451 0.3158 -0.3340 0.1916 -0.558
C -0.9039 -0.0809 5.8390 -0.3543 -0.0428 -0.4376 -0.475
C -0.4641 -0.9727 4.6548 -0.9000 0.3017 0.1544 2.031
O 0.5147 -1.8757 5.1422 0.9809 -0.1399 -0.1066 -0.437
C 0.5730 -1.7777 6.5591 -1.2448 0.1626 0.6229 -0.618
H -0.1288 -0.1887 7.8769 0.1965 0.1918 -0.0101 0.429
H 1.0712 0.2711 6.5957 -0.0816 0.2287 0.2983 0.188
H -1.0287 0.9640 5.5581 0.1828 0.0247 -0.0325 0.112
H -1.8796 -0.3957 6.2159 0.1039 -0.1575 0.0794 0.365
H -0.1054 -0.3687 3.8167 0.4653 -0.1627 0.0761 -1.014
H -1.3161 -1.5391 4.2741 0.0291 -0.0143 -0.0416 -0.858
H 1.4991 -2.0609 7.0585 0.4557 -0.0292 -0.8644 0.395
H -0.1782 -2.4596 6.9855 -0.1045 0.0817 0.0006 0.284
C 1.1783 -2.1018 -3.7826 -0.8768 -0.7664 0.6478 0.347
C 1.2493 -1.3717 -5.1147 0.6035 0.3897 0.4216 -0.355
C -0.0458 -1.6877 -5.8317 -0.3508 -0.3163 0.6585 -0.522
O -1.0002 -1.8968 -4.7770 0.1499 -0.1050 -0.2443 -0.490
C -0.3300 -2.0886 -3.5206 -0.5040 0.3375 -0.2609 0.797
H 1.6664 -1.6419 -2.9236 0.3169 0.3432 -0.3502 -0.519
H 1.5458 -3.1312 -3.7733 0.0243 0.0279 -0.4798 0.347
H 2.1568 -1.6307 -5.6588 -0.0823 0.2896 -0.1645 0.494
H 1.2157 -0.3075 -4.8593 0.3797 0.0571 -0.3209 -0.033
H 0.0044 -2.5888 -6.4495 0.0722 0.0396 -0.0655 0.268
H -0.4040 -0.8447 -6.4225 0.0605 -0.0827 -0.1888 0.287
H -0.7293 -3.0000 -3.0725 0.1198 0.0016 0.1380 0.004
H -0.6201 -1.2292 -2.9056 0.1171 -0.1389 0.2811 -0.605
C -0.2576 4.8840 2.4461 0.0959 0.5075 -0.6478 0.054
C -1.3430 3.8857 2.1714 -1.2041 -0.7614 0.6062 1.250
C -1.7446 3.4461 3.5885 0.2043 0.6343 0.1583 0.102
O -1.4242 4.5715 4.4319 0.1222 -0.0122 0.1696 -0.496
C -0.8020 5.6069 3.6651 0.2574 -0.5371 -0.0058 -0.625
H -0.1169 5.5381 1.5822 0.2126 0.0829 0.1273 0.384
H 0.6871 4.4104 2.7063 0.0165 0.0098 -0.0889 -0.277
H -1.1242 3.0162 1.5509 0.2866 0.1537 -0.0840 -1.139
H -2.2155 4.3917 1.7474 0.1148 -0.0084 -0.2267 0.046
H -1.1753 2.5777 3.9340 0.0444 -0.0113 -0.0227 -0.469
H -2.8092 3.2459 3.7124 0.0044 -0.1336 -0.1739 0.447
H 0.0346 6.0407 4.2148 -0.2726 0.0846 0.3335 0.373
H -1.5390 6.3785 3.4316 0.0379 0.0623 -0.1344 0.304
C 5.6964 2.0071 -1.2237 -0.2604 0.1992 -0.5568 -0.441
C 4.2431 2.5102 -1.2678 -0.3005 -0.6124 0.1069 1.020
C 3.9635 2.7355 -2.7621 -0.1647 -0.2252 0.5268 -0.568
O 4.7779 1.7703 -3.4121 -0.2167 0.1797 -0.2128 -0.409
C 5.9887 1.6926 -2.7024 1.1467 0.4190 0.1640 -0.635
H 5.8150 1.0902 -0.6507 -0.0360 0.2307 0.3550 -0.091
H 6.3289 2.8109 -0.8509 0.3104 -0.2827 0.0806 0.405
H 4.0807 3.3893 -0.6459 -0.0581 0.0250 -0.0708 0.436
H 3.6097 1.6969 -0.9044 -0.1945 0.2282 0.0248 -0.822
H 4.1602 3.7772 -3.0418 0.4420 -0.0975 -0.2368 0.312
H 2.9335 2.5302 -3.0517 -0.0497 -0.0683 0.0784 0.160
H 6.7267 2.4149 -3.0820 -0.2339 0.1187 -0.1563 0.323
H 6.4666 0.7218 -2.8429 -0.4117 -0.1626 -0.0798 0.376
C -1.8853 -3.5853 2.2889 -0.4056 0.5009 -0.3490 -0.069
C -2.5366 -3.9809 3.5922 0.6227 -0.7586 1.1074 -0.329
C -4.0026 -4.0613 3.2218 0.4342 -0.5880 0.1997 -0.710
O -4.1811 -3.0020 2.2961 -0.2822 -0.0429 -0.3284 -0.520
C -2.9094 -2.5267 1.8509 0.5298 0.0383 -0.3859 0.944
H -1.8836 -4.3870 1.5444 -0.2472 -0.2369 0.2393 0.170
H -0.8430 -3.2725 2.3474 -0.1577 0.4525 0.2716 0.148
H -2.3869 -3.2307 4.3738 0.0208 0.2204 -0.2227 0.048
H -2.1086 -4.8889 4.0275 -0.3029 -0.1779 -0.1756 0.418
H -4.6920 -3.9656 4.0629 0.0558 0.2820 -0.0272 0.419
H -4.1826 -5.0570 2.7907 -0.2075 0.2535 -0.3656 0.291
H -2.7305 -1.5449 2.3037 0.1464 -0.0266 0.0529 -0.017
H -2.8920 -2.3993 0.7687 -0.2861 0.0490 0.0246 -0.805
C 0.8567 -4.7879 0.1098 0.6304 -0.3400 -1.0166 0.764
C 1.4249 -6.0761 0.6936 0.2015 -0.0488 0.6156 -0.732
C 0.1211 -6.7692 1.0909 0.3013 0.0008 0.2941 -0.440
O -0.8206 -6.4461 0.0730 -0.1685 0.3990 -0.0880 -0.493
C -0.3655 -5.2851 -0.6531 0.2859 -0.1064 0.7307 -0.096
H 1.5502 -4.2897 -0.5707 -0.0065 0.1211 0.1200 0.014
H 0.6162 -4.1116 0.9283 -0.1835 0.0456 -0.0741 -0.282
H 2.1007 -5.8247 1.5154 -0.3000 -0.2346 0.2858 0.354
H 2.0294 -6.7176 0.0492 -0.2683 0.2850 -0.5424 0.350
H -0.2058 -6.3877 2.0667 -0.1760 0.0262 -0.0513 0.094
H 0.1826 -7.8547 1.1634 0.0610 -0.0074 -0.0678 0.394
H -1.1215 -4.5001 -0.6905 -0.3302 -0.2396 -0.1164 -0.224
H -0.0922 -5.6165 -1.6547 -0.0606 0.1620 -0.1681 0.444
C -0.0995 1.0801 -0.5168 -0.6658 0.5730 -0.1741 0.074
C 1.1437 0.2183 -0.5677 0.4172 -0.1773 0.5265 2.041
C 0.6226 -1.1840 -0.1783 0.0425 0.0459 -0.0421 -0.565
O -0.7752 -1.0030 0.0177 -0.7810 -0.9428 0.4494 0.255
C -1.0597 0.3287 0.4073 1.1737 0.3674 -0.6960 -0.210
H -0.5779 1.0740 -1.5014 0.0592 0.1837 -0.0217 -0.761
H 0.0852 2.1190 -0.2369 0.0567 -0.0357 0.0198 0.703
H 1.8779 0.5348 0.1794 -0.0138 0.1393 -0.1700 -1.717
H 1.6039 0.2968 -1.5528 0.1323 -0.3120 0.0376 0.304
H 1.0861 -1.6186 0.7183 0.0265 0.5630 0.3059 0.490
H 0.8082 -1.9836 -0.8991 -0.4022 0.3082 -0.3860 -0.372
H -0.8464 0.5498 1.4625 0.0233 -0.3290 0.1150 -0.512
H -2.0934 0.5866 0.1913 -0.1184 -0.3184 0.0795 0.075
C -1.1614 2.1279 -5.4188 -0.1741 -1.2744 -0.0450 -0.253
C -1.5577 3.5900 -5.3058 0.0846 0.4172 -0.1261 -0.605
C -3.0493 3.5071 -5.0028 0.7210 -0.1946 -0.0263 -0.565
O -3.1243 2.4050 -4.1243 -0.3433 -0.0680 0.5623 -0.342
C -2.2713 1.3791 -4.6393 -0.5465 -0.0886 0.7265 0.580
H -0.1957 1.9278 -4.9546 0.0671 0.0219 -0.1703 -0.116
H -1.1585 1.7088 -6.4268 0.2222 0.4208 -0.1396 0.405
H -1.3228 4.2303 -6.1571 -0.0140 -0.2705 -0.1905 0.485
H -1.0275 4.0286 -4.4567 -0.1838 0.0340 0.0895 0.169
H -3.6182 3.2798 -5.9128 -0.1095 0.3144 -0.0127 0.378
H -3.3952 4.4106 -4.5026 -0.3647 -0.1524 -0.0134 0.313
H -2.9110 0.6546 -5.1610 0.3685 0.3112 -0.7586 0.367
H -1.9288 0.7676 -3.7972 0.3062 0.4259 0.1090 -0.697
C 5.3232 -2.9970 0.9055 0.5692 0.0484 -0.5623 -0.816
C 5.4169 -1.5638 0.3598 0.1458 0.3736 -0.0765 -0.219
C 4.1264 -1.3768 -0.4349 -0.2597 0.0024 0.4082 0.838
O 3.7162 -2.6852 -0.8232 0.1596 0.0631 -0.3490 -0.423
C 4.0948 -3.5914 0.2078 -0.4746 0.6787 0.5827 -0.210
H 5.2165 -2.9466 1.9863 -0.0284 -0.3885 0.0129 0.335
H 6.2246 -3.5458 0.6315 0.0141 -0.0502 0.2829 0.228
H 6.2976 -1.4275 -0.2701 -0.0642 -0.1390 -0.1272 0.480
H 5.5034 -0.8391 1.1697 -0.1340 -0.0073 -0.0622 -0.144
H 4.2288 -0.7413 -1.3152 0.0709 -0.2136 -0.2014 0.184
H 3.3467 -0.9199 0.1862 0.2177 -0.1305 0.1245 -0.727
H 4.1972 -4.5666 -0.2607 0.1913 -0.0846 0.1637 0.579
H 3.3145 -3.6223 0.9804 -0.2642 -0.2410 -0.2700 -0.081
C 3.6425 2.8804 2.5575 -0.5018 0.2830 0.0533 -0.807
C 2.2356 2.2915 2.7887 -0.0926 -0.4927 0.1390 0.806
C 2.5355 0.7842 2.9393 -0.5683 0.5195 -0.2858 0.209
O 3.7001 0.5467 2.1642 0.0905 0.0148 0.0822 -0.464
C 4.5464 1.6634 2.3306 0.6040 0.5088 0.1773 -0.276
H 3.9569 3.4158 3.4527 0.0566 0.1297 -0.1042 0.328
H 3.6220 3.5811 1.7234 0.2160 -0.0490 -0.0156 0.184
H 1.5054 2.4408 1.9903 0.4246 0.0933 -0.3791 -0.769
H 1.7502 2.7349 3.6593 0.1464 -0.2509 0.2162 0.708
H 1.7619 0.1686 2.4812 -0.0997 -0.1331 0.3316 -0.797
H 2.6497 0.5471 4.0017 0.2599 -0.3361 -0.0691 0.353
H 5.2224 1.7899 1.4816 -0.3615 -0.2483 -0.2257 0.125
H 5.2231 1.5270 3.1852 -0.2437 -0.1361 0.1703 0.423
C -3.7157 -1.0855 -1.9565 -0.2439 0.1331 -0.0144 1.388
C -4.2094 -2.5271 -1.8512 0.2425 -0.2416 -0.3839 -0.422
C -5.6642 -2.3580 -1.4441 0.1138 0.8759 -0.0310 -0.655
O -6.0912 -1.1329 -2.0779 0.1099 0.1591 0.2908 -0.516
C -4.9642 -0.3277 -2.4049 0.4373 -0.1489 -0.7095 -0.097
H -2.9077 -0.9889 -2.6792 0.0802 0.0456 0.0849 -0.395
H -3.3921 -0.6817 -0.9965 0.1409 -0.2735 0.0796 -0.522
H -3.5891 -3.1179 -1.1764 -0.2580 -0.0528 0.1729 -0.041
H -4.1463 -3.0129 -2.8283 -0.0189 0.0844 -0.0521 0.414
H -5.7237 -2.2361 -0.3584 -0.2238 -0.1892 0.0391 0.269
H -6.3636 -3.1021 -1.8144 0.1741 -0.3368 0.2355 0.357
H -4.9801 0.6795 -1.9841 -0.4406 -0.0918 0.3004 0.028
H -4.9442 -0.1928 -3.4910 -0.1101 -0.0096 -0.0636 0.194
C -2.6437 5.4420 -1.4982 -0.7255 0.4380 0.0115 -0.696
C -2.2450 3.9731 -1.3250 0.4186 0.2674 0.1325 1.432
C -3.5736 3.2903 -0.9943 0.4152 0.1339 0.6152 0.116
O -4.2977 4.2978 -0.2889 -0.2884 -0.0426 -0.0972 -0.536
C -4.0953 5.5182 -0.9873 -0.1940 -0.2249 0.0949 -0.541
H -2.6165 5.7455 -2.5452 0.3316 0.2615 0.1304 0.197
H -2.0923 6.1102 -0.8375 0.5256 -0.0007 -0.4846 0.357
H -1.5566 3.9094 -0.4816 -0.1850 -0.1526 0.1171 -0.848
H -1.6750 3.5927 -2.1715 -0.4179 -0.1954 -0.1890 -0.078
H -3.4354 2.4825 -0.2747 -0.1101 -0.1966 -0.1641 -0.145
H -4.1141 2.9291 -1.8701 0.0306 0.0894 -0.1134 0.071
H -4.2682 6.3393 -0.2906 0.1249 -0.0797 0.1139 0.347
H -4.8434 5.6523 -1.7790 0.1382 -0.2677 -0.1799 0.327